No. 1
Density functional theory data (wB97M-V/def2-TZVPD) for a structure of composition C50H68AsNO4SW.

Computed properties:
Energy above the lowest of the compared OMol25 structures with the same formula, charge and spin: 22.04 kcal/mol
E: -136120.850 eV
E_LUMO (alpha / beta): -6.25 / -6.86 eV
HOMO energy (alpha / beta): -12.639 / -12.682 eV

Structure (ORCA input):
```
! RIJCOSX wB97M-V def2-TZVPD def2/J DEFGRID3
* xyz 2 3
W 0.61 -0.94 -0.17
As 1.74 -4.59 1.03
S 0.50 -2.89 1.52
O 2.08 -0.22 1.17
O -0.99 -2.01 -1.08
O 0.43 0.64 -1.14
O -0.64 -0.08 1.00
N 2.87 -2.40 -1.89
C -2.81 -1.88 3.27
C 0.86 2.96 2.54
C -2.15 -1.72 4.50
C -1.32 -3.33 -1.55
C 1.52 0.13 -4.57
C 0.69 0.15 -3.46
C 3.60 -4.36 1.43
C 3.30 -0.76 1.75
C -0.69 -0.52 -3.56
C -1.20 -0.51 2.17
C 1.58 -5.39 -0.71
C -4.10 -2.07 6.04
C -3.76 1.03 -1.91
C 1.21 0.68 -2.28
C -2.65 -2.47 5.73
C -1.80 -2.18 6.97
C 3.10 -0.06 -6.97
C -4.86 2.05 -2.23
C 3.30 1.11 -3.31
C 1.11 5.39 1.74
C 5.00 -0.31 -5.38
C 0.67 0.64 3.53
C 1.84 1.19 1.33
C -3.83 0.29 -0.73
C -1.95 -0.97 -1.37
C -4.95 3.09 -1.11
C 0.32 5.92 0.54
C 4.23 1.97 -6.08
C -2.58 -3.98 5.45
C 2.84 0.60 -4.53
C 3.15 1.58 -0.84
C 2.29 2.04 0.32
C -1.05 -0.87 4.52
C -0.56 -0.25 3.37
C 2.51 1.16 -2.18
C 2.03 -1.86 -1.28
C 0.36 5.74 3.03
C -2.36 -1.28 2.11
C -2.94 -0.73 -0.43
C 2.49 6.06 1.79
C -3.13 -1.58 0.81
C -4.61 2.77 -3.56
C 1.11 1.59 2.43
C -2.71 0.77 -2.78
C 1.14 -5.95 2.24
C -6.19 1.29 -2.34
C 3.77 0.55 -5.74
C 2.00 3.39 0.48
C -1.77 -0.23 -2.53
C 1.30 3.88 1.59
H 1.21 -5.57 3.25
H 0.49 1.26 4.41
H 3.02 -1.62 2.34
H -4.57 2.07 -4.40
H -2.18 -2.74 7.82
H 3.09 5.66 2.61
H -0.53 -0.68 5.45
H -4.45 -2.57 6.94
H 3.73 0.02 2.37
H 0.89 5.40 3.92
H 3.81 -0.09 -7.79
H -6.45 0.78 -1.41
H 3.37 2.61 -6.30
H 0.13 6.99 0.66
H 1.75 -6.84 2.13
H -3.68 3.35 -3.53
H 4.06 -3.66 0.75
H 0.63 -5.91 -0.75
H -5.23 2.64 -0.15
H -5.71 3.83 -1.36
H 3.40 -2.23 -2.74
H 2.40 -6.11 -0.79
H 4.07 -5.34 1.33
H 4.80 2.43 -5.27
H 0.86 5.78 -0.40
H 3.76 0.74 -0.51
H -6.15 0.54 -3.14
H 5.69 -0.35 -6.23
H 4.32 1.49 -3.25
H -2.60 1.34 -3.69
H -1.56 -4.28 5.21
H -4.78 -2.35 5.22
H 1.12 -0.27 -5.50
H 1.52 0.00 3.80
H -2.37 -3.32 -1.82
H -2.91 -4.54 6.33
H -0.71 -3.57 -2.42
H 0.10 -6.18 2.02
H -0.65 5.33 3.04
H -3.70 -2.50 3.22
H -4.00 3.61 -0.98
H -4.18 -0.99 6.19
H -3.23 -4.27 4.62
H 5.55 0.10 -4.53
H 3.68 -4.02 2.46
H -1.83 -1.12 7.24
H 2.77 -1.09 -6.79
H 1.66 -4.65 -1.50
H -1.09 -0.27 -4.53
H -4.19 -1.52 1.07
H -2.95 -2.63 0.56
H 4.87 1.96 -6.97
H 3.05 5.91 0.86
H 0.27 6.83 3.09
H 2.38 7.13 1.94
H -0.51 -1.60 -3.59
H 2.24 0.53 -7.29
H -5.43 3.46 -3.74
H -0.65 5.41 0.46
H 3.99 -1.03 0.95
H -7.00 1.99 -2.58
H 0.30 3.30 3.40
H 2.34 4.08 -0.28
H 3.85 2.38 -1.06
H -4.62 0.50 -0.01
H -1.15 -4.02 -0.74
H -0.75 -2.47 6.82
H 4.70 -1.34 -5.15
*
```

No. 2
Density functional theory data (wB97M-V/def2-TZVPD) for a structure of composition C50H70Br6N4O26.

Computed properties:
E: -532417.884 eV
E_LUMO: -0.77 eV
HOMO energy: -9.825 eV

Structure (ORCA input):
```
! RIJCOSX wB97M-V def2-TZVPD def2/J DEFGRID3
* xyz 0 1
Br 5.19 -2.22 -5.79
Br 5.29 -2.29 -2.60
Br -4.21 0.21 -1.40
Br -7.31 1.28 -2.49
Br -4.39 2.67 -3.44
Br 2.56 -3.07 -4.39
O -7.99 -4.00 -2.02
O 2.81 -3.97 1.10
O -3.35 6.43 6.10
O 0.37 -0.67 6.40
O 4.79 0.72 -0.73
O -1.52 0.19 0.07
O -0.57 0.71 4.97
O -0.02 -0.89 -0.84
O -2.27 5.12 4.88
O -4.48 5.21 4.48
O 0.20 6.56 0.85
O 2.36 -1.90 2.08
O -0.72 -4.07 -3.92
O 3.05 0.26 -2.04
O 3.22 -6.59 -0.07
O 1.19 -3.73 2.74
O 3.22 2.44 -7.46
O -1.26 -1.54 5.36
O -1.67 5.47 -0.03
O -6.84 -2.71 -3.28
O -0.91 -1.63 1.17
O -1.62 7.13 1.56
O 3.97 -8.45 0.85
O -2.07 -4.72 -5.51
O 4.57 -7.99 -1.32
O 2.22 4.37 -7.57
N -1.53 -3.90 -4.81
N -6.93 -3.40 -2.29
N 2.41 3.28 -7.02
N 4.21 0.75 -1.82
C 1.97 -0.07 8.17
C 5.21 1.64 -5.27
C -3.48 -3.90 0.19
C 1.83 2.97 -5.78
C 1.25 6.27 -0.04
C -4.67 -4.58 0.50
C 4.57 -3.21 -4.18
C -1.72 -1.40 -4.06
C 5.55 2.70 -2.72
C -2.19 0.71 1.25
C -3.00 7.20 1.68
C -5.38 1.73 -2.02
C -3.45 5.53 5.14
C 1.40 1.64 -5.44
C -3.36 -3.10 -0.96
C -5.73 -3.60 -1.44
C 2.20 0.29 2.56
C 1.06 -5.13 3.03
C 1.72 3.99 -4.76
C -2.46 2.27 0.95
C 6.05 2.79 -5.06
C 0.93 -2.02 -1.00
C 1.10 3.72 -3.56
C 1.70 4.73 -0.01
C -4.19 8.16 7.52
C 4.04 -7.68 -0.24
C -2.08 -2.53 -4.91
C -1.08 6.33 0.68
C 1.73 -1.07 3.00
C 2.21 -3.24 1.94
C -2.31 -1.49 4.41
C 6.20 3.25 -3.79
C -3.03 -2.34 -5.88
C 3.05 -5.64 -1.22
C 5.05 -9.40 1.21
C 1.29 0.34 6.83
C -3.43 -1.03 -6.28
C -3.05 0.01 -5.44
C -1.86 4.19 3.86
C -2.26 -0.22 -4.33
C 0.88 1.32 -4.18
C -5.81 -4.32 -0.25
C -0.52 -0.40 5.53
C -4.49 6.90 6.66
C -0.94 -0.94 0.14
C 4.45 -10.68 1.77
C 0.83 2.39 -3.27
C 4.86 1.47 -2.92
C 4.58 1.01 -4.26
C -4.51 -3.09 -1.79
H -3.39 2.51 1.47
H 2.19 -1.14 8.12
H 3.89 -4.94 -1.19
H -0.81 4.09 3.60
H 0.93 6.67 -1.00
H -2.14 0.67 -3.73
H -0.92 -1.51 -3.34
H -2.50 -2.54 -1.29
H 5.64 -9.57 0.32
H -4.58 -2.48 -2.67
H 2.68 4.61 -0.46
H -3.58 7.96 8.40
H -2.98 -0.71 4.75
H 5.07 -11.42 2.27
H 2.95 0.39 8.20
H 0.80 1.31 6.93
H 1.76 4.29 0.99
H -3.29 7.03 2.71
H 1.99 0.61 1.55
H -3.46 8.12 1.31
H -5.40 2.32 -1.11
H -2.65 2.52 -0.10
H 1.97 5.02 -4.94
H 6.75 4.16 -3.64
H 6.62 3.32 -5.81
H 0.02 -5.43 3.14
H 0.56 0.34 -3.88
H 2.13 -5.06 -1.21
H 1.40 -5.77 2.21
H 0.20 2.24 -2.40
H -1.75 2.96 1.39
H 0.65 -1.25 3.04
H 3.97 -11.32 1.03
H -3.96 -0.90 -7.21
H -3.43 -3.11 -6.52
H 1.81 -1.82 -0.39
H 0.78 4.53 -2.93
H 3.79 -10.41 2.60
H -2.31 4.50 2.92
H 1.31 -1.87 -2.01
H 1.73 1.03 3.20
H 0.89 4.17 -0.48
H 5.19 1.12 -6.21
H 3.95 0.14 -4.36
H 3.28 0.41 2.64
H 2.18 6.75 0.26
H 5.58 3.19 -1.76
H -2.71 -2.49 4.26
H -3.53 6.45 1.09
H 1.61 -5.59 3.85
H 0.65 -3.07 -1.07
H -2.54 -4.12 0.67
H -3.30 1.02 -5.73
H 2.08 0.55 6.11
H -6.74 -4.83 -0.05
H 3.05 -6.12 -2.20
H 1.47 0.24 9.09
H -1.77 -1.22 3.50
H 2.04 -1.36 4.00
H -3.73 9.00 6.98
H -1.81 0.45 2.23
H 5.74 -8.96 1.93
H 1.46 0.87 -6.20
H 5.05 -4.19 -4.26
H -3.08 0.09 1.15
H -4.58 -5.21 1.37
H -5.09 6.25 7.29
H -5.21 7.21 5.89
H -5.10 8.57 7.95
H -2.19 3.17 4.05
*
```

No. 3
Density functional theory data (wB97M-V/def2-TZVPD) for a structure of composition C50H70ClGeMoN4O2P3S2.

Computed properties:
E: -183471.496 eV
E_LUMO (alpha / beta): -4.29 / -4.38 eV
HOMO energy (alpha / beta): -9.626 / -9.610 eV

Structure (ORCA input):
```
! RIJCOSX wB97M-V def2-TZVPD def2/J DEFGRID3
* xyz 1 2
Mo -0.83 -0.06 -0.70
Ge 1.54 -0.71 0.44
Cl -6.80 5.51 -3.89
S -2.87 -1.09 -1.60
S -0.30 0.02 -3.04
P -1.52 0.24 1.82
P 0.77 2.16 -0.71
P -0.51 -2.72 -0.87
O -3.80 1.16 0.18
O -2.07 1.63 -1.15
N 1.05 -0.80 2.30
N 2.83 0.49 -0.37
N 2.01 -2.47 0.02
N 3.62 -1.09 1.52
C 4.15 -2.33 3.59
C 4.25 -2.06 0.65
C 3.75 -2.86 4.81
C 5.61 -2.25 0.56
C -1.64 -4.12 1.32
C -3.30 1.76 -0.77
C -1.93 -5.20 -0.89
C -3.88 -1.41 1.83
C 3.35 -2.84 -0.08
C 2.43 -2.70 5.20
C -4.14 2.72 -1.56
C 1.91 -1.48 3.17
C 6.11 -3.28 -0.23
C -1.88 0.54 -5.21
C 4.78 2.00 0.04
C -0.32 -0.76 2.78
C -1.31 -3.39 -3.60
C -3.06 -0.58 4.05
C -3.14 -0.29 2.55
C 3.25 -1.64 2.80
C -2.63 2.76 2.62
C -6.19 3.98 -1.75
C -1.82 0.09 -3.78
C -4.56 4.05 -3.53
C -0.65 4.53 -1.39
C 1.15 -3.03 -3.17
C 5.77 2.41 0.93
C 0.11 3.18 -3.37
C -5.77 4.44 -2.99
C 2.26 4.42 0.22
C 4.30 0.17 1.48
C -3.74 3.20 -2.81
C 1.96 2.61 1.90
C 3.97 0.91 0.34
C -2.96 -0.40 -3.14
C 5.98 1.75 2.12
C 1.52 -2.03 4.39
C 3.86 -3.90 -0.84
C 5.25 0.59 2.38
C 0.98 -3.45 -0.06
C -5.37 3.12 -1.04
C -0.19 -3.44 -2.56
C 5.23 -4.11 -0.90
C 1.34 3.28 0.68
C 0.39 3.54 -1.92
C -1.33 1.96 2.52
C -4.27 -0.47 -3.86
C 2.31 1.40 -1.37
C -0.62 2.03 3.88
C -1.84 -3.85 -0.18
H -2.23 -5.13 -1.93
H -7.14 4.30 -1.35
H -0.75 -1.77 2.84
H -3.23 2.73 1.71
H 1.47 -3.81 -3.87
H -1.63 4.07 -1.33
H -0.41 3.08 4.10
H 3.20 -4.55 -1.39
H 0.01 4.11 -3.94
H -2.58 -4.46 1.75
H 3.03 2.18 -1.62
H -2.30 -3.56 -3.19
H -1.25 1.66 4.68
H -1.32 -2.43 -4.12
H -2.79 -3.33 -0.32
H -1.77 -0.32 -5.88
H -2.65 0.24 4.62
H -2.79 2.89 -3.22
H -3.50 -2.39 2.13
H -5.02 -0.98 -3.25
H -4.17 -0.99 -4.81
H 2.08 0.89 -2.30
H 5.61 -4.93 -1.50
H 1.78 3.24 2.77
H 0.49 -1.96 4.73
H 4.45 -3.39 5.43
H 3.03 2.52 1.79
H 1.56 1.62 2.12
H -4.64 0.54 -4.07
H -2.68 -5.81 -0.37
H 0.72 -3.84 0.92
H -5.68 2.73 -0.08
H 6.72 2.10 2.82
H 1.08 -2.11 -3.73
H 6.28 -1.60 1.10
H 1.94 -2.91 -2.43
H 2.66 4.90 1.11
H -0.91 -4.92 1.47
H 5.44 0.01 3.27
H -4.26 4.42 -4.50
H 6.37 3.28 0.68
H -2.38 3.80 2.84
H 5.17 -2.46 3.25
H -0.81 2.62 -3.46
H 0.40 3.75 0.98
H 7.18 -3.44 -0.30
H -1.07 1.24 -5.44
H 1.37 4.05 -1.92
H -0.39 4.94 -0.41
H -4.93 -1.38 2.11
H 1.74 5.19 -0.35
H -3.83 -1.32 0.75
H -0.99 -5.75 -0.83
H -2.83 1.02 -5.44
H -3.74 0.61 2.40
H 1.28 -4.30 -0.68
H 0.33 1.50 3.92
H 0.92 2.60 -3.82
H -0.71 5.37 -2.08
H -1.30 -3.25 1.87
H -1.12 -4.16 -4.35
H 3.11 4.06 -0.36
H -4.07 -0.77 4.42
H 4.66 2.56 -0.88
H -0.09 -4.49 -2.27
H -3.25 2.40 3.45
H -0.34 -0.39 3.80
H -2.48 -1.48 4.26
H 2.09 -3.12 6.14
H -0.70 2.45 1.79
*
```

Maximum force, respectively: 1.920 5.346 1.760 eV/Å.